1.
Computed, not measured: a cluster of 2 separate species, C5H6BrN4 in total in a non-equilibrium geometry, with ωB97M-V with the def2-TZVPD basis set.

ORCA input file:
```
! RIJCOSX wB97M-V def2-TZVPD def2/J DEFGRID3
* xyz -1 1
C 1.5238 -0.5494 -0.1168
C -2.1793 0.6477 -0.2646
C -1.3382 -0.5881 -0.1319
C -0.8839 0.6066 0.4274
C 0.3187 1.1978 -0.1595
N 3.0157 -1.6554 0.7341
N 2.1277 -0.7000 1.0385
N 1.8655 -1.4205 -1.0787
N 2.8717 -2.0775 -0.5085
Br 1.0937 2.6866 0.8727
H -2.0299 1.1983 -1.2246
H -3.0473 0.7448 0.3742
H -1.8204 -1.3816 0.6085
H -0.8313 -1.0799 -0.9672
H -0.9901 0.7828 1.5732
H 0.3036 1.5878 -1.1769
*
```

Calculated values
Gap between HOMO and LUMO = 8.08 eV
Highest occupied orbital energy = -4.9 eV
Energy above the lowest of the compared OMol25 structures with the same formula, charge and spin = 0.0 kcal/mol
Largest force on an atom = 5.76 eV/A

Okay, here come the Mulliken numbers, in e, for every atom: C 0.59; C -0.63; C -0.57; C 0.16; C -0.56; N -0.42; N -0.26; N -0.40; N -0.39; Br -0.19; H 0.23; H 0.27; H 0.17; H 0.29; H 0.29; H 0.41


2.
Computed, not measured: a cluster of 5 separate species, C5H6Cl14 in total in a non-equilibrium geometry, with ωB97M-V with the def2-TZVPD basis set.

ORCA input file:
```
! RIJCOSX wB97M-V def2-TZVPD def2/J DEFGRID3
* xyz 0 1
Cl 3.1798 -1.1655 1.1522
C 2.9489 -2.0045 -0.3418
Cl 2.3842 -0.7433 -1.4909
Cl 1.8380 -3.3379 -0.1478
H 3.9328 -2.3530 -0.6557
Cl 1.3422 2.5676 1.9597
C 1.9593 2.7833 0.3059
Cl 3.6032 2.2512 0.3580
Cl 1.8603 4.4931 -0.2575
H 1.4147 2.1142 -0.3603
Cl -0.9140 -0.0027 4.0479
C 0.3305 -1.0794 3.3219
Cl -0.4586 -2.2299 2.2474
Cl 1.3000 -1.9051 4.5947
H 1.0169 -0.4886 2.7153
Cl -4.2652 -0.4208 -3.4809
C -4.1529 1.0046 -2.4173
Cl -5.5952 1.1134 -1.3241
Cl -3.9717 2.4999 -3.3465
H -3.2976 0.8811 -1.7530
Cl -0.6781 -0.6837 -2.7042
C -0.9093 -0.9037 -0.9670
Cl -0.5500 0.5064 0.0070
H -1.9697 -1.1333 -0.8628
H -0.3487 -1.7634 -0.6001
*
```

Calculated values
Gap between HOMO and LUMO = 11.27 eV
Highest occupied orbital energy = -11.0 eV
SMILES = ClC(Cl)Cl.ClC(Cl)Cl.ClC(Cl)Cl.ClC(Cl)Cl.ClCCl
Energy above the lowest of the compared OMol25 structures with the same formula, charge and spin = 0.0 kcal/mol
Largest force on an atom = 1.29 eV/A

Okay, here come the Mulliken numbers, in e, for every atom: Cl -0.09; C -0.07; Cl -0.10; Cl -0.10; H 0.40; Cl -0.12; C 0.40; Cl -0.11; Cl -0.15; H -0.03; Cl -0.13; C 0.60; Cl -0.10; Cl -0.13; H -0.25; Cl -0.11; C 0.51; Cl -0.14; Cl -0.11; H -0.17; Cl -0.14; C -0.22; Cl -0.04; H 0.45; H -0.06


3.
Computed, not measured: a structure of composition C5H6Cl2GdO4STi in a non-equilibrium geometry, with ωB97M-V with the def2-TZVPD basis set.

ORCA input file:
```
! RIJCOSX wB97M-V def2-TZVPD def2/J DEFGRID3
* xyz 4 9
Gd -1.1182 -1.1196 -4.8575
Ti 0.0601 1.3303 -0.1869
Cl -0.4859 -2.7633 -2.7534
Cl -0.2924 2.9227 -1.6154
C 1.8473 0.7165 0.1304
C 1.1331 -1.7967 -5.4547
C 0.2254 0.5846 -5.3133
O 3.0129 0.4733 0.2835
O 2.1827 -2.0307 -5.8182
O 0.9845 1.4774 -5.4949
C -0.7739 -1.3612 3.0625
S -1.6467 0.1403 2.5438
C -0.7181 1.3036 3.5587
O -0.8481 0.4442 1.1668
H -1.2286 -1.6826 3.9900
H 0.2675 -1.1454 3.1970
H -0.9481 -2.1210 2.3067
H 0.3417 1.0013 3.5890
H -0.8159 2.3005 3.1246
H -1.1793 1.3258 4.5414
*
```

Calculated values
Gap between HOMO and LUMO (alpha / beta) = 6.01 / 7.95 eV
Highest occupied orbital energy (alpha / beta) = -24.1 / -24.1 eV
Energy above the lowest of the compared OMol25 structures with the same formula, charge and spin = 23.1 kcal/mol
Largest force on an atom = 13.47 eV/A

Okay, here come the Mulliken numbers, in e, for every atom: Gd 2.29; Ti 1.24; Cl -0.15; Cl -0.21; C 0.45; C -0.11; C -0.32; O -0.03; O 0.15; O 0.13; C -0.90; S 0.55; C -0.91; O -0.52; H 0.43; H 0.37; H 0.37; H 0.37; H 0.39; H 0.40


4.
Computed, not measured: a structure of composition C5H6ClCuNO3 in a non-equilibrium geometry, with ωB97M-V with the def2-TZVPD basis set.

ORCA input file:
```
! RIJCOSX wB97M-V def2-TZVPD def2/J DEFGRID3
* xyz 0 2
Cu 18.4432 23.4314 -24.9889
Cl 18.1425 20.8495 -25.0974
O 20.4479 22.9839 -26.0442
C 21.5559 23.2481 -26.6826
O 22.4712 22.4486 -26.7294
O 21.6976 24.3557 -27.2272
H 20.7499 22.0903 -25.8660
N 20.1477 19.5446 -27.5790
C 20.1537 20.4000 -28.6750
C 20.7137 19.6799 -29.6966
C 21.3235 18.5423 -29.1509
C 20.9828 18.4320 -27.8386
H 19.6428 19.7756 -26.7352
H 19.6211 21.3378 -28.7320
H 20.8923 19.9860 -30.7168
H 21.9827 17.8456 -29.6473
H 21.1678 17.6327 -27.1362
*
```

Calculated values
Gap between HOMO and LUMO (alpha / beta) = 6.08 / 3.96 eV
Highest occupied orbital energy (alpha / beta) = -8.1 / -8.1 eV
Energy above the lowest of the compared OMol25 structures with the same formula, charge and spin = 13.1 kcal/mol
Largest force on an atom = 2.66 eV/A

Okay, here come the Mulliken numbers, in e, for every atom: Cu 0.55; Cl -0.63; O -0.11; C 0.74; O -0.40; O -0.35; H 0.23; N 0.14; C -0.34; C -0.59; C -0.28; C -0.53; H 0.07; H 0.36; H 0.37; H 0.38; H 0.38


5.
Computed, not measured: the ion C5H6ClF2N2 with charge +1 in a non-equilibrium geometry, with ωB97M-V with the def2-TZVPD basis set.

ORCA input file:
```
! RIJCOSX wB97M-V def2-TZVPD def2/J DEFGRID3
* xyz 1 1
C -1.8390 -0.2844 -1.5159
C -1.7977 -0.0436 -0.1796
F -2.5818 0.8137 0.4544
N -0.9367 -0.7995 0.6581
C 0.2414 -0.4782 0.9096
C 1.4003 -1.0390 1.6785
N 0.8249 0.8808 0.2610
C 0.8309 1.0287 -1.0153
F 1.0389 -0.0599 -1.7714
Cl 0.9967 2.4638 -1.7575
H -1.3396 -1.1353 -1.9716
H -2.5547 0.3549 -2.1444
H 2.1528 -0.2028 1.6506
H 1.5606 -2.0284 1.1683
H 1.2304 -1.2176 2.8288
H 0.7725 1.7468 0.7466
*
```

Calculated values
Gap between HOMO and LUMO = 8.50 eV
Highest occupied orbital energy = -13.7 eV
SMILES = C=C(F)/N=C(C)\[NH+]=C(/F)Cl
Largest force on an atom = 2.76 eV/A

Okay, here come the Mulliken numbers, in e, for every atom: C -0.75; C 0.54; F -0.23; N -0.39; C 0.66; C -0.90; N -0.19; C 0.67; F -0.13; Cl -0.01; H 0.32; H 0.30; H 0.30; H 0.29; H 0.34; H 0.19


6.
Computed, not measured: a structure of composition C5H6ClFNO13V in a non-equilibrium geometry, with ωB97M-V with the def2-TZVPD basis set.

ORCA input file:
```
! RIJCOSX wB97M-V def2-TZVPD def2/J DEFGRID3
* xyz -1 4
O 25.9187 17.2389 22.6387
V 26.2489 18.4646 21.7007
C 27.7203 18.2159 19.8661
O 28.2916 17.7543 20.9825
O 27.3342 19.4868 20.0809
O 26.5468 17.5226 19.7449
Cl 24.5600 21.4888 22.0681
O 25.2574 21.5856 20.8214
O 23.1436 21.5794 21.8927
O 24.8641 20.1771 22.6768
O 25.0285 22.5070 22.9758
C 28.3648 21.4238 23.6957
N 28.4936 19.9477 23.7345
O 27.5131 19.3409 23.3300
O 29.4802 19.4337 24.1948
H 28.2679 21.6837 22.6405
H 29.2993 21.8677 24.0272
H 27.5060 21.7505 24.2679
C 20.5594 16.4749 20.8841
C 21.3721 15.2294 20.6058
O 22.6670 15.7982 20.4125
C 22.7094 17.0138 21.0114
O 23.6219 17.7536 21.0252
O 21.4838 17.2723 21.5874
F 20.9971 14.6053 19.4576
H 19.6527 16.2901 21.4584
H 20.2439 16.9146 19.9326
H 21.4539 14.4840 21.3951
*
```

Calculated values
Gap between HOMO and LUMO (alpha / beta) = 5.75 / 7.79 eV
Highest occupied orbital energy (alpha / beta) = -3.5 / -5.8 eV
Largest force on an atom = 2.44 eV/A

Okay, here come the Mulliken numbers, in e, for every atom: O -0.41; V 1.29; C 0.13; O -0.38; O -0.41; O -0.35; Cl 1.76; O -0.64; O -0.66; O -0.60; O -0.67; C -0.76; N 0.76; O -0.39; O -0.50; H 0.29; H 0.31; H 0.29; C -0.40; C 0.27; O -0.29; C 0.45; O -0.38; O -0.28; F -0.28; H 0.27; H 0.28; H 0.28


7.
Computed, not measured: the ion C5H6ClN2 with charge +1 in a non-equilibrium geometry, with ωB97M-V with the def2-TZVPD basis set.

ORCA input file:
```
! RIJCOSX wB97M-V def2-TZVPD def2/J DEFGRID3
* xyz 1 3
C 2.5541 0.9694 -0.0018
C 3.1103 -0.4552 0.0020
C -2.1698 0.3675 -0.0657
C -0.9256 0.7829 0.0289
C -2.6501 -1.0323 0.0745
N 1.2555 1.7012 0.0041
N 0.1836 1.2149 -0.0329
Cl 4.6828 -0.9919 0.0774
H 3.3148 1.8720 -0.0731
H -2.8866 1.0746 0.0785
H 2.3344 -1.1436 -0.1912
H -2.0405 -1.9291 -0.0995
H -3.3737 -1.1528 0.9188
H -3.3890 -1.2777 -0.7202
*
```

Calculated values
Gap between HOMO and LUMO (alpha / beta) = 7.54 / 6.93 eV
Highest occupied orbital energy (alpha / beta) = -11.9 / -14.7 eV
Energy above the lowest of the compared OMol25 structures with the same formula, charge and spin = 48.0 kcal/mol
Largest force on an atom = 11.16 eV/A

Okay, here come the Mulliken numbers, in e, for every atom: C 0.13; C -0.21; C -0.44; C 0.69; C -0.97; N -1.29; N 0.96; Cl 0.02; H 0.35; H 0.40; H 0.38; H 0.34; H 0.32; H 0.34


8.
Computed, not measured: an isolated molecule of C5H6ClN3O2 in a non-equilibrium geometry, with ωB97M-V with the def2-TZVPD basis set.

ORCA input file:
```
! RIJCOSX wB97M-V def2-TZVPD def2/J DEFGRID3
* xyz 0 1
C -1.9174 1.1511 -0.0617
C -1.3306 -0.0599 0.1972
C 1.3368 1.1950 -0.4234
C -2.2903 -1.2287 0.0022
C 2.1654 -0.8434 0.7377
N -0.1091 -0.5012 0.3989
N 1.0684 -0.0174 0.3262
N 0.2999 1.7888 -0.8745
O -2.6580 1.9744 -0.1864
O 0.4420 2.8241 -1.5734
Cl 3.0641 1.4388 -0.8689
H -2.0004 -1.7883 -0.8366
H -2.0908 -1.8848 0.8100
H -3.2969 -0.8828 -0.0010
H 1.9907 -1.4332 1.5995
H 2.2809 -1.5040 -0.1444
H 3.0454 -0.2283 0.8987
*
```

Calculated values
Gap between HOMO and LUMO (alpha / beta) = 6.85 / 6.84 eV
Highest occupied orbital energy (alpha / beta) = -7.8 / -7.8 eV
Energy above the lowest of the compared OMol25 structures with the same formula, charge and spin = 135.1 kcal/mol
Largest force on an atom = 4.26 eV/A

Okay, here come the Mulliken numbers, in e, for every atom: C 0.73; C 0.44; C 0.30; C -1.38; C -0.91; N -0.54; N 0.39; N -0.07; O -0.22; O -0.63; Cl -0.19; H 0.31; H 0.36; H 0.41; H 0.28; H 0.37; H 0.35